(1)
Below is C37H37GeInNO6S2 as an isolated structure, with properties calculated with ωB97M-V/def2-TZVPD.

Output
Total charge ... +1
E ... -136098.16215 eV
M ... 843.266 g/mol
Relative energy (zero: lowest compared OMol25 entry of this formula, charge and spin) ... 7.27 kcal/mol
HOMO level ... -10.899 eV
E_LUMO ... -0.092 Ha

Structure (XYZ):
```
85
Properties=species:S:1:pos:R:3:lowdin_charge:R:1
In 1.558 0.222 0.037 0.9659
O 2.026 -0.049 2.240 -0.5479
S 1.043 -0.820 3.157 1.0754
C 1.174 0.007 4.755 -0.2982
C 0.501 1.377 4.804 -0.2024
C 1.311 2.487 4.098 -0.2080
C 0.769 2.792 2.701 -0.2810
S 1.920 3.419 1.414 1.1129
O 1.978 2.321 0.356 -0.5383
C 3.495 3.424 2.222 -0.4086
C 4.392 2.382 2.051 -0.0604
C 5.617 2.447 2.698 -0.0473
C 5.929 3.542 3.495 -0.0546
C 5.024 4.588 3.640 -0.0566
C 3.800 4.537 2.992 -0.0833
C 1.889 -2.326 3.586 -0.3912
C 1.165 -3.322 4.231 -0.0815
C 1.817 -4.488 4.601 -0.0598
C 3.167 -4.651 4.307 -0.0558
C 3.868 -3.654 3.641 -0.0498
C 3.230 -2.476 3.273 -0.0621
H 2.243 0.061 4.977 0.1163
H 0.703 -0.698 5.446 0.1051
H 0.383 1.638 5.854 0.1205
H -0.509 1.303 4.389 0.1221
H 2.350 2.172 4.034 0.0988
H 1.295 3.391 4.704 0.1195
H -0.026 3.538 2.732 0.1012
H 0.370 1.896 2.227 0.0511
H 4.142 1.544 1.420 0.0964
H 6.333 1.642 2.574 0.1159
H 6.890 3.590 3.993 0.1139
H 5.278 5.449 4.247 0.1156
H 3.092 5.358 3.086 0.1220
H 0.105 -3.192 4.438 0.1187
H 1.270 -5.273 5.108 0.1150
H 3.672 -5.566 4.592 0.1143
H 4.916 -3.793 3.403 0.1157
H 3.756 -1.690 2.744 0.1082
O 3.412 0.181 -1.219 -0.1024
N 3.805 -0.977 -0.903 -0.0997
O 2.991 -1.519 -0.107 -0.1317
O -0.128 0.991 -1.201 -0.0007
C -0.948 0.767 -0.263 -0.5974
O -0.503 0.231 0.823 -0.0921
C -2.406 1.137 -0.375 -0.1449
C -2.899 1.375 -1.810 -0.2291
Ge -2.840 -0.137 -3.090 1.0249
C -2.518 0.701 -4.809 -0.2735
C -1.305 1.379 -4.978 -0.1232
C -1.038 2.073 -6.153 -0.0793
C -1.987 2.106 -7.168 -0.0830
C -3.200 1.450 -7.005 -0.0794
C -3.465 0.753 -5.831 -0.0991
C -4.494 -1.141 -2.942 -0.2732
C -4.973 -1.912 -4.005 -0.1081
C -6.134 -2.663 -3.871 -0.0782
C -6.828 -2.662 -2.667 -0.0829
C -6.360 -1.907 -1.598 -0.0834
C -5.204 -1.148 -1.739 -0.1138
C -1.397 -1.373 -2.630 -0.2577
C -0.273 -1.543 -3.441 -0.0884
C 0.770 -2.374 -3.046 -0.0737
C 0.703 -3.047 -1.831 -0.1004
C -0.412 -2.891 -1.014 -0.0853
C -1.458 -2.067 -1.419 -0.1123
H -2.502 2.045 0.233 0.1326
H -2.973 0.358 0.136 0.1109
H -2.308 2.177 -2.256 0.0731
H -3.940 1.706 -1.792 0.0791
H -0.564 1.374 -4.181 0.0983
H -0.092 2.588 -6.276 0.1046
H -1.784 2.652 -8.082 0.1053
H -3.943 1.483 -7.793 0.1059
H -4.421 0.253 -5.714 0.0901
H -4.430 -1.939 -4.946 0.0992
H -6.499 -3.251 -4.705 0.1065
H -7.733 -3.248 -2.561 0.1051
H -6.899 -1.905 -0.657 0.1035
H -4.862 -0.548 -0.900 0.0857
H -0.209 -1.026 -4.394 0.0970
H 1.629 -2.507 -3.692 0.1106
H 1.502 -3.713 -1.533 0.1067
H -0.477 -3.434 -0.078 0.1086
H -2.336 -1.977 -0.783 0.1075
```

(2)
Below is C28H43EuF4N4 as an isolated structure, with properties calculated with ωB97M-V/def2-TZVPD.

Output
Total charge ... +2
E ... -65879.78250 eV
M ... 663.636 g/mol
Relative energy (zero: lowest compared OMol25 entry of this formula, charge and spin) ... 16.79 kcal/mol
HOMO level (spin up / spin down) ... -13.219 / -13.265 eV
Multiplicity ... 7
E_LUMO (spin up / spin down) ... -0.293 / -0.214 Ha

Structure (XYZ):
```
80
Properties=species:S:1:pos:R:3:mulliken_spin:R:1
Eu -0.193 0.258 0.530 6.1242
C -2.672 -1.766 -0.583 0.0067
C -3.300 -0.517 -1.228 -0.0069
C -4.606 -0.159 -0.524 0.0004
C -2.308 0.632 -1.299 -0.0078
C -1.100 0.449 -2.013 -0.0004
C -0.239 1.528 -2.266 0.0034
C -0.566 2.825 -1.857 -0.0036
C 0.243 3.997 -2.312 -0.0004
C -1.745 2.997 -1.125 -0.0074
C -2.592 1.931 -0.848 0.0092
H -3.408 -2.569 -0.590 -0.0001
H -2.417 -1.593 0.473 -0.0026
H -1.799 -2.121 -1.139 -0.0008
H -3.548 -0.776 -2.265 -0.0002
H -4.454 0.077 0.526 -0.0002
H -5.286 -1.005 -0.573 0.0000
H -5.090 0.681 -1.014 0.0000
H -0.945 -0.478 -2.562 0.0023
H 0.605 1.393 -2.939 0.0019
H -0.160 4.345 -3.265 -0.0001
H 1.283 3.729 -2.484 -0.0001
H 0.181 4.831 -1.618 0.0000
H -2.042 3.997 -0.838 -0.0010
H -3.533 2.143 -0.362 0.0018
C 4.368 1.840 0.708 -0.0004
C 2.934 1.370 0.455 0.0074
N 2.027 1.262 1.636 -0.0144
C 2.608 0.431 2.721 0.0009
C 2.830 -1.021 2.315 0.0037
C 1.713 2.608 2.185 -0.0051
C 0.492 3.242 1.498 0.0057
N -0.575 2.243 1.505 -0.0691
C -1.758 2.460 2.116 -0.0040
C -2.549 1.325 2.412 0.0023
F -1.935 0.062 2.102 0.0005
C -3.825 1.346 2.937 -0.0008
F -4.458 0.188 3.139 -0.0001
C -4.426 2.555 3.219 -0.0004
C -3.684 3.707 2.975 0.0003
F -4.244 4.884 3.227 -0.0001
C -2.401 3.678 2.451 -0.0025
F -1.787 4.852 2.187 -0.0001
H 4.889 1.858 -0.248 0.0000
H 4.908 1.168 1.369 0.0000
H 4.408 2.844 1.118 0.0000
H 2.989 0.378 -0.014 -0.0028
H 2.459 2.069 -0.248 0.0005
H 1.899 0.452 3.556 -0.0015
H 3.548 0.869 3.073 -0.0009
H 1.918 -1.432 1.863 -0.0003
H 3.055 -1.608 3.202 0.0003
H 3.663 -1.131 1.626 0.0001
H 2.569 3.283 2.102 -0.0001
H 1.465 2.498 3.244 -0.0004
H 0.736 3.522 0.463 -0.0059
H 0.245 4.155 2.046 -0.0028
H -5.423 2.616 3.618 0.0001
C 1.450 -4.634 -3.518 -0.0001
C 2.443 -4.215 -2.435 -0.0003
N 1.787 -3.692 -1.239 -0.0003
C 1.533 -4.658 -0.174 -0.0003
C 0.155 -5.312 -0.248 0.0002
C 1.413 -2.421 -1.129 -0.0009
C 1.912 -1.425 -2.138 0.0009
N 0.652 -1.949 -0.161 -0.0321
H 1.987 -4.821 -4.443 0.0000
H 0.708 -3.861 -3.702 0.0000
H 0.938 -5.553 -3.248 0.0000
H 3.137 -3.475 -2.832 0.0000
H 3.029 -5.086 -2.139 0.0000
H 1.684 -4.174 0.798 0.0003
H 2.294 -5.434 -0.260 0.0000
H -0.648 -4.623 0.007 0.0000
H 0.116 -6.147 0.446 0.0000
H -0.029 -5.700 -1.246 0.0000
H 2.997 -1.477 -2.212 -0.0002
H 1.633 -0.413 -1.828 0.0014
H 1.508 -1.616 -3.130 0.0000
H 0.333 -2.714 0.444 0.0029
```

(3)
Below is an isolated molecule of C5H11NO2S, with properties calculated with ωB97M-V/def2-TZVPD.

Output
E ... -21783.99330 eV
M ... 149.215 g/mol
Relative energy (zero: lowest compared OMol25 entry of this formula, charge and spin) ... 6.68 kcal/mol
HOMO level ... -8.873 eV
SMILES ... CSCC[C@H](N)C(=O)O
E_LUMO ... 0.019 Ha

Structure (XYZ):
```
20
Properties=species:S:1:pos:R:3:nbo_charge:R:1
C 2.362 -0.420 1.939 -0.7628
S 2.418 -0.136 0.181 0.1895
C 1.178 1.179 -0.079 -0.5354
C -0.260 0.710 0.240 -0.4311
C -0.870 -0.359 -0.697 -0.1746
N -1.042 -0.056 -2.063 -0.8492
C -2.237 -0.847 -0.159 0.7720
O -2.640 -0.669 0.948 -0.5811
O -2.986 -1.493 -1.070 -0.6804
H 2.344 0.540 2.494 0.2180
H 3.263 -0.963 2.217 0.2392
H 1.493 -0.978 2.257 0.2155
H 1.345 2.002 0.638 0.2237
H 1.320 1.539 -1.147 0.2272
H -0.959 1.510 0.285 0.2097
H -0.374 0.222 1.210 0.2374
H -0.261 -1.257 -0.537 0.2264
H -1.444 0.851 -2.169 0.3709
H -0.152 -0.120 -2.565 0.3824
H -2.499 -1.255 -1.925 0.5027
```

(4)
Below is an isolated molecule of C5H11NO, with properties calculated with ωB97M-V/def2-TZVPD.

Output
E ... -8900.27872 eV
M ... 101.149 g/mol
Relative energy (zero: lowest compared OMol25 entry of this formula, charge and spin) ... 32.71 kcal/mol
HOMO level ... -9.518 eV
SMILES ... CC(C)[C@H](N)C=O
E_LUMO ... 0.034 Ha

Structure (XYZ):
```
18
Properties=species:S:1:pos:R:3:nbo_charge:R:1
C -0.039 0.556 1.865 -0.6137
C 0.346 -0.207 0.591 -0.2343
C -0.421 -1.500 0.378 -0.6173
C 0.241 0.738 -0.645 -0.1436
N -1.020 0.731 -1.429 -0.8103
C 1.269 0.393 -1.727 0.4561
O 1.428 -0.713 -2.170 -0.5291
H -0.660 1.426 1.658 0.2040
H -0.698 -0.120 2.416 0.2067
H 0.789 0.780 2.526 0.2202
H 1.417 -0.394 0.581 0.2043
H -0.178 -1.922 -0.592 0.2309
H -1.490 -1.298 0.434 0.1963
H -0.208 -2.193 1.193 0.2166
H 0.409 1.778 -0.409 0.1940
H -1.773 0.898 -0.760 0.3528
H -1.187 -0.225 -1.735 0.3577
H 1.774 1.273 -2.175 0.1089
```

(5)
Below is a 2-piece molecular cluster, C3H11NS2 overall, with properties calculated with ωB97M-V/def2-TZVPD.

Output
E ... -26447.75890 eV
M ... 125.262 g/mol
Relative energy (zero: lowest compared OMol25 entry of this formula, charge and spin) ... 50.77 kcal/mol
HOMO level ... -8.449 eV
SMILES ... CNC.CSS
E_LUMO ... 0.009 Ha

Structure (XYZ):
```
17
Properties=species:S:1:pos:R:3:nbo_charge:R:1
C -0.341 2.589 1.358 -0.3912
N 1.082 2.899 1.102 -0.6582
C 1.634 1.873 0.127 -0.4267
H -0.383 1.363 1.578 0.1386
H -0.824 2.956 2.232 0.2034
H -0.859 2.864 0.525 0.1858
H 1.718 3.151 1.894 0.3710
H 2.768 1.798 0.252 0.2035
H 1.219 2.250 -0.895 0.1955
H 1.324 0.822 0.233 0.1774
C -1.992 -3.350 -1.193 -0.7356
S -0.706 -2.112 -0.750 0.0629
S 0.847 -2.970 -1.901 -0.1345
H -1.999 -4.052 -0.451 0.2048
H -1.662 -3.907 -2.113 0.2349
H -3.032 -2.976 -1.328 0.2266
H 1.208 -3.199 -0.670 0.1419
```